Entry 1:
{"formula": "C27H53N5O14S", "method": "ωB97M-V with the def2-TZVPD basis set", "lumo_energy_ev": -0.91, "total_energy_ha": -2784.7968, "smiles": "C#CCCC[C@]1(O)[C@H](CCCCCCC)[C@H](C=C)OS(=O)(=O)[C@@H]1OCCNC[C@H](C)O.C[N+](=O)[O-].C[N+](=O)[O-].C[N+](=O)[O-].C[N+](=O)[O-]", "symbols": ["C", "C", "C", "C", "C", "C", "O", "C", "C", "C", "C", "C", "C", "C", "C", "C", "C", "C", "O", "S", "O", "O", "C", "O", "C", "C", "N", "C", "C", "C", "O", "H", "H", "H", "H", "H", "H", "H", "H", "H", "H", "H", "H", "H", "H", "H", "H", "H", "H", "H", "H", "H", "H", "H", "H", "H", "H", "H", "H", "H", "H", "H", "H", "H", "H", "H", "H", "H", "H", "H", "H", "H", "C", "N", "O", "O", "H", "H", "H", "C", "N", "O", "O", "H", "H", "H", "C", "N", "O", "O", "H", "H", "H", "C", "N", "O", "O", "H", "H", "H"], "xyz": [[5.071054, 0.137378, 5.970041], [3.879306, -0.557496, 5.616118], [2.562941, -1.526145, 5.284905], [2.673681, -2.220896, 3.767919], [1.259969, -2.168846, 2.929485], [0.960847, -0.730825, 2.182582], [0.696209, 0.226812, 3.311859], [-0.377396, -0.690821, 1.254033], [-1.402680, -1.952501, 1.647834], [-2.865079, -1.857028, 0.914293], [-3.936653, -3.008384, 1.381240], [-5.299204, -2.783674, 0.481861], [-6.440605, -1.844506, 1.191151], [-5.866908, -0.527091, 1.980454], [-5.596583, 0.785193, 1.023124], [-0.180656, -0.633445, -0.355581], [0.210087, -2.050422, -1.089112], [1.028636, -3.156161, -0.541566], [0.718724, 0.391381, -0.889014], [1.574176, 1.247978, 0.292822], [0.747684, 2.317837, 1.068872], [2.775589, 1.999378, -0.392928], [2.316778, -0.083505, 1.446057], [3.125648, -1.080702, 0.732455], [4.484490, -0.599854, 0.438505], [4.727645, -0.442862, -1.208694], [3.398132, -0.739844, -1.865640], [3.354464, -0.337057, -3.322865], [3.364329, 1.281297, -3.585432], [1.868964, 1.953614, -3.554562], [3.924507, 1.510368, -4.926610], [6.152676, 0.332180, 6.435794], [1.542531, -0.981084, 5.464024], [2.609899, -2.398429, 6.096381], [3.612386, -1.847124, 3.177622], [2.873602, -3.376616, 3.993304], [0.399374, -2.330058, 3.741155], [1.219709, -3.104981, 2.232502], [-0.221761, 0.056300, 3.675796], [-0.994237, 0.285511, 1.558858], [-0.939126, -3.004084, 1.429917], [-1.600385, -1.814418, 2.816147], [-2.664713, -2.045713, -0.247498], [-3.264396, -0.755841, 0.989138], [-4.121274, -3.073402, 2.536610], [-3.476927, -4.059646, 1.054585], [-4.956543, -2.377395, -0.585473], [-5.759233, -3.859314, 0.258803], [-7.077909, -2.531002, 1.894495], [-7.127670, -1.428537, 0.308149], [-6.724896, -0.198377, 2.742567], [-4.913364, -0.711812, 2.633654], [-5.210603, 0.468609, -0.055484], [-6.544592, 1.478022, 0.971654], [-4.677061, 1.367457, 1.512748], [-1.257434, -0.356361, -0.799040], [-0.175393, -2.179292, -2.211667], [0.604478, -3.963804, 0.227748], [2.142447, -3.344635, -0.893232], [2.985048, 0.491925, 2.249806], [5.226406, -1.476941, 0.762812], [4.800862, 0.363116, 1.030915], [5.140286, 0.636956, -1.390661], [5.487042, -1.267920, -1.610074], [3.309518, -1.779481, -1.861763], [2.317256, -0.747612, -3.747026], [4.196273, -0.931319, -3.895777], [4.035479, 1.857682, -2.819350], [1.891665, 2.831689, -2.769942], [1.685297, 2.449623, -4.610791], [1.003671, 1.185966, -3.364271], [3.988277, 2.514716, -5.004881], [-3.796739, 2.356163, -2.148032], [-5.004187, 1.843065, -2.849831], [-5.110824, 2.100335, -4.054579], [-5.810775, 1.196306, -2.171557], [-3.178555, 2.903439, -2.862822], [-4.136687, 3.016313, -1.347405], [-3.255922, 1.495031, -1.750302], [6.645645, 5.216378, -5.037692], [5.566016, 4.484231, -4.322091], [4.516630, 4.275467, -4.941918], [5.802535, 4.139539, -3.158398], [6.301629, 5.455944, -6.046080], [6.854393, 6.128364, -4.474600], [7.519463, 4.562628, -5.073370], [0.224024, -2.384427, 8.315855], [-0.576429, -3.051023, 7.253477], [-0.831410, -2.391583, 6.239031], [-0.926014, -4.217555, 7.467789], [0.460530, -1.367861, 7.994539], [-0.381243, -2.370657, 9.224607], [1.136852, -2.967133, 8.455206], [-4.600181, 3.174795, -7.198589], [-3.978066, 4.513318, -7.011365], [-3.216529, 4.653768, -6.047358], [-4.271584, 5.385202, -7.837563], [-4.254665, 2.510367, -6.403767], [-5.683200, 3.305020, -7.148793], [-4.289465, 2.800839, -8.176255]], "forces_ev_per_a": [[-7.8, -5.9, -1.9], [7.7, 3.8, 2.7], [1.1, 0.2, 0.4], [-0.1, -0.9, 0.7], [0.1, -0.2, 0.7], [0.1, 0.0, 1.2], [-0.5, -1.3, -0.9], [-1.1, -0.4, 0.0], [-0.6, 0.7, 0.5], [0.9, -0.2, -0.7], [0.4, -0.2, -1.2], [0.2, -0.8, -0.1], [0.3, 0.3, -0.9], [-1.0, 0.6, 0.5], [1.2, -0.4, 0.2], [-3.4, -2.1, -0.1], [1.1, -1.3, 0.3], [-1.0, 0.8, -0.3], [0.6, 0.2, 2.5], [2.7, 6.6, -0.6], [1.9, -4.8, -2.6], [-4.3, -3.6, 1.9], [-0.2, -1.2, 1.0], [-0.5, 2.7, 1.4], [2.1, -1.0, -0.7], [-0.1, -0.5, 0.6], [1.1, 0.5, -0.9], [-0.7, -0.4, -0.8], [-0.3, 0.1, 0.1], [0.3, 0.6, -0.2], [-0.2, 1.1, 1.2], [-3.2, -0.4, -1.4], [2.2, -0.7, -0.6], [0.1, 2.0, -1.7], [-2.0, -0.5, 1.1], [-0.4, 2.5, -0.6], [1.8, 0.4, -1.8], [0.2, 2.0, 1.1], [1.5, 0.1, -0.8], [1.7, -2.0, -0.7], [-0.8, 2.1, 0.5], [0.5, -0.6, -2.4], [-0.5, 0.4, 2.4], [0.5, -2.2, 0.1], [0.3, 0.4, -2.2], [-0.9, 2.3, 0.8], [-0.8, -0.7, 2.4], [0.8, 2.4, 0.5], [1.2, 1.5, -1.2], [1.3, -1.0, 2.0], [1.9, -0.8, -1.5], [-1.8, 0.0, -1.3], [-1.2, 0.7, 2.3], [2.0, -1.4, -0.1], [-2.2, -0.9, -1.0], [2.4, -0.4, 1.0], [2.2, 1.3, 1.9], [1.5, 2.8, -0.5], [-2.9, -0.5, -0.5], [-1.7, -0.9, -1.8], [-1.7, 1.8, -0.4], [-1.0, -1.8, -1.2], [-1.0, -2.2, 0.0], [-1.1, 1.9, 1.1], [0.0, 1.3, 0.1], [2.2, 0.9, 0.9], [-1.3, 1.6, 0.7], [-1.3, -1.3, -1.2], [-0.4, -2.0, -1.4], [0.4, -1.1, 2.1], [1.8, 1.5, -0.1], [-0.2, -1.9, 0.2], [0.3, 0.2, -0.1], [-0.8, -0.4, -0.5], [-0.1, -0.5, 1.6], [1.0, 0.9, -1.3], [-0.2, -0.2, 0.1], [0.0, -0.3, -0.1], [-0.2, 0.1, 0.1], [0.0, 0.2, -0.3], [-0.4, -0.5, 1.0], [1.2, 0.3, 0.9], [-0.6, 0.5, -2.0], [0.0, -0.1, 0.3], [0.0, -0.3, 0.0], [-0.2, 0.1, 0.2], [0.1, 0.3, 0.1], [-0.6, -0.7, -0.7], [0.2, -1.0, 1.2], [0.5, 1.8, -0.5], [-0.1, -0.3, 0.0], [0.2, -0.1, -0.2], [-0.2, 0.0, 0.1], [0.0, -0.4, 0.2], [0.5, 0.9, 0.2], [-1.0, 0.0, -1.4], [0.5, -1.1, 1.3], [-0.1, 0.3, -0.2], [0.2, 0.0, -0.1], [-0.2, 0.2, 0.1]]}

=====

Entry 2:
{"formula": "C27H54BrN3O2S2", "method": "ωB97M-V with the def2-TZVPD basis set", "lumo_energy_ev": -0.88, "total_energy_ha": -4746.1867, "smiles": "CCCCCCCCN(CCCCCCCC)C(=S)SCCC[C@H](NCC(=O)Br)[C@H](NCC)OC", "symbols": ["C", "C", "C", "C", "C", "C", "C", "C", "N", "C", "C", "C", "C", "C", "C", "C", "C", "C", "S", "S", "C", "C", "C", "C", "N", "C", "C", "O", "Br", "C", "N", "C", "C", "O", "C", "H", "H", "H", "H", "H", "H", "H", "H", "H", "H", "H", "H", "H", "H", "H", "H", "H", "H", "H", "H", "H", "H", "H", "H", "H", "H", "H", "H", "H", "H", "H", "H", "H", "H", "H", "H", "H", "H", "H", "H", "H", "H", "H", "H", "H", "H", "H", "H", "H", "H", "H", "H", "H", "H"], "xyz": [[-5.793301, -1.653406, -0.775853], [-4.788684, -0.566409, -0.417413], [-4.856200, 0.688082, -1.296813], [-4.924580, 0.430900, -2.813624], [-3.925306, 1.271476, -3.600760], [-2.492416, 0.771072, -3.407496], [-1.480245, 1.584791, -4.202690], [-0.125459, 0.868490, -4.394656], [0.909966, 1.401217, -3.521529], [2.275855, 0.973478, -3.840723], [2.506050, -0.546408, -3.875338], [3.516041, -1.011894, -2.798111], [3.105722, -2.311592, -2.105924], [3.390430, -2.271738, -0.600868], [3.183010, -3.634165, 0.083306], [2.321448, -3.535807, 1.340023], [0.829810, -3.575308, 1.039430], [0.638168, 1.227570, -2.144061], [0.217433, -0.181530, -1.480473], [0.740776, 2.719000, -1.150747], [2.419911, 2.580904, -0.464968], [2.534625, 3.096903, 0.967535], [1.436605, 2.691415, 1.936713], [1.456293, 1.200571, 2.289520], [0.449323, 0.543800, 1.422353], [0.362479, -0.908177, 1.564580], [-1.015894, -1.421856, 1.941627], [-1.261205, -2.478027, 2.489969], [-2.506922, -0.305471, 1.265276], [1.254417, 0.929898, 3.782773], [-0.059454, 1.220699, 4.246901], [-0.569007, 0.393522, 5.343775], [-2.013727, -0.098993, 5.157338], [2.281692, 1.676448, 4.457601], [1.860315, 2.656524, 5.381175], [-5.540867, -2.133525, -1.716053], [-5.741859, -2.434075, -0.019940], [-6.809529, -1.273673, -0.810932], [-4.995373, -0.249909, 0.603775], [-3.774520, -0.960864, -0.433700], [-3.952301, 1.263137, -1.098588], [-5.697087, 1.308160, -0.996809], [-4.789991, -0.621233, -3.050511], [-5.921415, 0.691688, -3.166696], [-4.163590, 1.231507, -4.662653], [-3.985878, 2.297453, -3.238129], [-2.273535, 0.861193, -2.345131], [-2.467739, -0.282092, -3.680970], [-1.308231, 2.554192, -3.743123], [-1.889716, 1.752020, -5.197914], [0.208509, 0.977536, -5.423062], [-0.300916, -0.198656, -4.238118], [2.950097, 1.385483, -3.093493], [2.551145, 1.438599, -4.784171], [1.592664, -1.100761, -3.710161], [2.899830, -0.818826, -4.851844], [3.530514, -0.243105, -2.024862], [4.510161, -1.124988, -3.217991], [3.618911, -3.181274, -2.514477], [2.040418, -2.509148, -2.224462], [2.701432, -1.560133, -0.144382], [4.416641, -1.937292, -0.466669], [4.150490, -4.045024, 0.366036], [2.752334, -4.333151, -0.631963], [2.568529, -2.612061, 1.861754], [2.557726, -4.356921, 2.012825], [0.538304, -4.569524, 0.713737], [0.253228, -3.340535, 1.931866], [0.551793, -2.851138, 0.274963], [3.079385, 3.172362, -1.093901], [2.771679, 1.554709, -0.549757], [2.597986, 4.182443, 0.940426], [3.488232, 2.726762, 1.338907], [1.545397, 3.309524, 2.818910], [0.444716, 2.894651, 1.538695], [2.450364, 0.810720, 2.045251], [0.760858, 0.706889, 0.473868], [0.531878, -1.368089, 0.588510], [1.102573, -1.328965, 2.239005], [1.525554, -0.110053, 3.986300], [-0.721469, 1.285208, 3.485580], [0.088464, -0.451769, 5.543534], [-0.554573, 0.997855, 6.251059], [-2.058940, -1.180668, 5.151781], [-2.450629, 0.308553, 4.253064], [-2.631413, 0.251402, 5.978117], [1.368559, 2.223991, 6.249422], [2.768495, 3.141204, 5.730346], [1.234734, 3.424231, 4.934883]], "forces_ev_per_a": [[0.4, -0.1, 0.2], [-0.9, 0.2, -0.7], [0.3, -0.4, -0.2], [-0.3, 0.4, 0.0], [0.3, -0.5, 0.2], [-0.5, 0.6, 0.2], [0.4, -0.6, -0.3], [-0.5, -0.1, 0.0], [-0.3, 0.1, 0.3], [0.1, 0.0, -0.2], [0.9, -0.1, 0.1], [-0.9, -0.2, 0.0], [0.2, -0.2, 0.5], [-0.2, -0.6, -0.4], [0.4, 0.3, 0.2], [-0.2, -0.3, -0.4], [0.4, -0.6, 0.2], [0.3, 0.1, -0.3], [-0.3, -0.3, -0.7], [0.1, 0.2, -0.3], [0.3, 0.0, 0.0], [-0.2, 0.1, -0.1], [-0.1, -0.2, 0.1], [-0.4, 0.1, -0.3], [0.5, -0.6, 1.2], [-0.3, 1.3, 0.0], [-0.7, -1.7, 1.2], [-0.2, 2.9, -0.8], [1.6, -0.3, 1.3], [0.2, 0.2, 0.0], [-0.2, -0.5, -0.3], [-0.3, 0.5, 0.3], [0.3, 0.3, 0.2], [0.0, -0.1, 0.0], [0.4, 0.1, 0.0], [-0.1, 0.0, -0.2], [-0.1, -0.1, 0.1], [-0.2, 0.0, -0.1], [0.1, -0.1, 0.1], [-0.6, -0.2, -0.5], [0.0, 0.2, 0.2], [-0.1, 0.1, 0.1], [0.1, -0.2, 0.0], [-0.2, -0.1, 0.0], [-0.1, 0.2, -0.1], [-0.1, 0.3, -0.2], [0.2, -0.3, 0.1], [0.2, -0.2, 0.0], [0.0, 0.2, 0.0], [-0.1, 0.2, -0.1], [0.2, 0.2, -0.1], [0.2, -0.2, 0.0], [0.0, 0.3, 0.1], [-0.1, 0.0, -0.2], [-0.3, 0.1, -0.2], [-0.2, -0.1, -0.2], [0.3, 0.1, 0.1], [0.2, 0.2, 0.0], [0.1, 0.0, -0.2], [-0.1, 0.0, -0.1], [0.1, 0.4, 0.1], [0.1, 0.2, 0.3], [0.2, -0.1, -0.1], [-0.2, -0.2, 0.0], [0.2, 0.0, 0.1], [0.0, -0.1, 0.2], [0.0, -0.2, -0.2], [0.4, -0.5, -0.4], [0.1, -0.8, -0.3], [0.1, 0.0, -0.1], [-0.3, -0.3, 0.1], [0.0, 0.2, 0.0], [0.2, 0.1, 0.2], [0.1, 0.0, 0.2], [0.0, 0.2, -0.1], [0.2, -0.1, 0.2], [-0.5, 0.2, 0.0], [0.0, 0.5, 0.4], [-0.1, 0.0, 0.2], [-0.1, -0.2, 0.1], [0.1, 0.0, -0.1], [0.2, -0.1, -0.2], [0.2, 0.0, 0.2], [-0.1, -0.2, -0.3], [-0.1, -0.1, -0.3], [-0.1, 0.0, 0.1], [-0.2, 0.0, 0.1], [0.2, 0.0, 0.0], [-0.3, 0.0, 0.0]]}

=====

- Number 1 is which compound?
  C27H53N5O14S